Here is a structure of composition C15H32FeI2N5O2PSi from OMol25. Energies are from ωB97M-V with the def2-TZVPD basis set.

The geometry in XYZ format:
```
59
Properties=species:S:1:pos:R:3:forces:R:3
Fe 1.167 -0.612 -0.051 -0.3 0.4 0.0
I 3.531 -2.174 0.701 0.0 -0.1 0.0
C 3.714 -2.863 -1.306 -0.1 0.0 0.0
I 2.044 -2.198 -2.438 0.1 0.0 0.1
H 3.723 -3.945 -1.295 0.0 0.0 0.0
H 4.621 -2.453 -1.730 0.0 0.0 0.0
C 4.004 1.641 1.539 0.0 0.1 0.0
C 3.261 2.095 0.326 0.0 0.0 0.0
C 3.560 3.364 -0.250 0.0 0.0 0.0
C 2.876 3.804 -1.369 0.0 0.0 0.0
C 1.880 3.011 -1.903 0.0 0.0 0.0
C 1.586 1.770 -1.270 0.0 0.2 -0.3
N 2.329 1.331 -0.193 0.0 -0.2 0.2
N 0.624 0.936 -1.582 0.0 -0.4 0.3
Si -0.680 1.024 -2.794 -0.3 -0.2 -0.1
C -1.089 -0.745 -3.212 0.2 0.0 0.0
C -0.302 1.964 -4.344 0.1 0.1 0.1
C -2.103 1.781 -1.830 0.0 0.0 0.0
H 5.079 1.629 1.350 0.0 0.0 0.0
H 3.683 0.653 1.852 0.0 0.0 0.0
H 3.837 2.347 2.356 0.0 0.0 0.0
H 4.338 3.969 0.199 0.0 0.0 0.0
H 3.116 4.761 -1.814 0.0 0.0 0.0
H 1.315 3.316 -2.773 0.0 0.0 0.0
H -0.353 -1.151 -3.915 -0.1 0.0 0.0
H -2.055 -0.804 -3.718 0.0 0.0 0.0
H -1.122 -1.391 -2.332 -0.1 0.0 -0.1
H 0.682 1.713 -4.746 0.0 0.0 0.0
H -0.360 3.047 -4.218 0.0 0.0 -0.1
H -1.045 1.683 -5.094 0.0 0.0 0.0
H -2.121 1.405 -0.799 0.1 0.1 -0.1
H -3.050 1.552 -2.330 0.0 0.1 0.0
H -2.011 2.868 -1.785 -0.1 0.0 0.1
C -0.147 1.508 5.037 0.1 0.0 -0.1
C 0.728 0.308 4.635 -0.1 0.2 0.0
C 0.762 0.111 3.185 0.0 0.0 0.2
N 0.783 -0.042 2.048 0.0 -0.1 -0.1
H -0.154 1.589 6.121 0.0 0.0 0.0
H -1.172 1.378 4.693 0.0 0.0 0.0
H 0.247 2.436 4.627 0.0 0.0 0.0
H 0.356 -0.612 5.088 0.0 0.0 0.0
H 1.754 0.445 4.978 0.0 0.0 0.0
N -2.341 -4.795 0.561 0.0 0.1 0.0
C -2.262 -3.604 1.480 0.1 0.1 0.0
P -2.038 -2.140 0.365 -0.5 -0.1 -0.5
O -2.835 -2.555 -0.841 0.1 0.0 0.1
O -0.595 -1.780 0.253 0.6 0.2 0.1
C -3.034 -0.720 1.029 0.1 -0.1 0.1
N -4.095 -0.435 -0.002 -0.1 0.1 0.2
H -2.778 -4.462 -0.318 -0.1 0.0 0.0
H -2.888 -5.566 0.949 0.0 0.0 0.1
H -1.416 -5.155 0.323 0.0 0.0 0.0
H -1.461 -3.732 2.204 0.0 -0.1 0.0
H -3.211 -3.529 2.007 0.0 0.0 0.0
H -2.393 0.150 1.157 -0.1 0.1 0.0
H -3.497 -0.951 1.986 -0.1 0.1 0.0
H -3.996 -1.190 -0.711 0.0 -0.2 -0.2
H -3.955 0.465 -0.466 0.0 0.0 0.0
H -5.041 -0.452 0.379 0.0 0.0 0.0
```
Forces are in eV/Å.

Summary:
**Strongest force on any atom**: 0.71 eV/Å
**Energy above the lowest of the compared OMol25 structures with the same formula, charge and spin**: 1.9 kcal per mole
**Total charge**: +3
**LUMO energy (alpha / beta)**: -7.833 / -9.936 eV
**2S+1**: 6
**Gap between HOMO and LUMO (alpha / beta)**: 8.635 / 7.425 eV

Here is what Löwdin gives for the atomic charges, in e:
1. Fe 0.4295
2. I 0.9556
3. C -1.0387
4. I 0.9895
5. H -0.0171
6. H -0.0124
7. C -0.0187
8. C -0.2776
9. C 0.0544
10. C 0.0007
11. C 0.0615
12. C -0.4049
13. N 0.0754
14. N -0.0214
15. Si 0.4321
16. C -0.2021
17. C -0.1568
18. C -0.1495
19. H 0.1079
20. H 0.0105
21. H 0.1054
22. H 0.1394
23. H 0.1362
24. H 0.1046
25. H 0.0087
26. H 0.0555
27. H -0.0229
28. H 0.0534
29. H 0.0416
30. H 0.0563
31. H 0.0018
32. H 0.0464
33. H 0.0511
34. C -0.0681
35. C -0.1850
36. C -0.1302
37. N 0.1397
38. H 0.0934
39. H 0.0783
40. H 0.0867
41. H 0.1294
42. H 0.1327
43. N 0.1647
44. C -0.1503
45. P 0.4656
46. O -0.3302
47. O -0.4038
48. C -0.1461
49. N 0.1633
50. H 0.1388
51. H 0.1821
52. H 0.1776
53. H 0.1146
54. H 0.1135
55. H 0.0935
56. H 0.1121
57. H 0.1198
58. H 0.1327
59. H 0.1796

Here is a cluster of 2 separate species, C6H14O2 in total in a non-equilibrium geometry from OMol25. Energies are from ωB97M-V with the def2-TZVPD basis set.

The geometry in XYZ format:
```
22
Properties=species:S:1:pos:R:3:forces:R:3
C -2.916 -0.936 0.945 1.8 -1.3 0.6
C -2.804 0.276 0.387 -0.5 -0.4 0.6
C -1.549 0.987 -0.005 2.3 -3.1 -2.1
C -0.177 0.137 0.235 -1.8 2.6 -0.7
C 0.996 0.463 -0.746 1.5 1.2 5.1
C 1.612 1.837 -0.369 -2.0 0.5 -2.4
O 2.101 1.886 0.858 -0.7 5.4 1.2
H -2.151 -1.779 1.101 -0.2 1.9 -0.8
H -3.702 -1.311 1.557 -1.6 0.4 -0.3
H -3.712 0.909 0.348 0.5 -0.4 0.2
H -1.550 1.890 0.472 0.2 2.4 1.5
H -1.421 1.247 -1.057 -0.9 0.0 -0.3
H -0.455 -0.805 -0.117 -0.5 -2.0 0.5
H -0.033 0.266 1.315 0.8 -0.7 -0.4
H 0.651 0.425 -1.740 0.2 -0.6 -1.3
H 1.851 -0.165 -0.272 -1.2 -0.1 -2.1
H 0.769 2.572 -0.114 0.8 -0.3 -2.4
H 2.451 2.135 -1.073 -1.4 0.1 0.1
H 2.457 1.291 1.378 2.8 -5.5 3.0
O 2.490 -4.114 -1.065 1.7 -0.5 -3.6
H 2.166 -3.717 -0.294 -0.4 1.6 1.3
H 2.928 -3.494 -1.745 -1.3 -1.1 2.3
```
Forces are in eV/Å.

Summary:
**Strongest force on any atom**: 6.80 eV/Å
**Energy above the lowest of the compared OMol25 structures with the same formula, charge and spin**: 102.1 kcal per mole
**SMILES string**: C=CCCCCO.O
**Total charge**: 0
**LUMO energy**: 0.604 eV
**2S+1**: 1
**Gap between HOMO and LUMO**: 10.230 eV

Here is what Löwdin gives for the atomic charges, in e:
1. C -0.0181
2. C -0.1786
3. C -0.1925
4. C -0.1785
5. C -0.1527
6. C -0.3366
7. O -0.0216
8. H 0.0795
9. H 0.0293
10. H 0.1028
11. H 0.0670
12. H 0.1057
13. H 0.0626
14. H 0.1165
15. H 0.0928
16. H 0.1364
17. H 0.1408
18. H 0.1313
19. H 0.0163
20. O -0.0742
21. H -0.0150
22. H 0.0868

Here is a structure of composition C4H8N2O from OMol25. Energies are from ωB97M-V with the def2-TZVPD basis set.

The geometry in XYZ format:
```
15
Properties=species:S:1:pos:R:3:forces:R:3
C -0.386 -1.042 -1.837 0.0 0.0 -0.2
N -0.806 -0.757 -0.473 0.2 -0.1 0.1
C -0.349 0.504 0.026 0.0 0.1 0.0
C -0.469 0.586 1.566 -0.3 0.0 0.0
O 0.763 0.009 1.938 0.1 0.0 0.3
C 1.158 0.659 0.190 0.7 0.6 -0.2
N 2.228 1.171 0.353 -0.7 -0.3 -0.4
H 0.708 -1.024 -1.981 -0.2 0.0 0.0
H -0.755 -2.029 -2.127 0.1 0.1 0.0
H -0.832 -0.307 -2.515 0.1 -0.1 0.1
H -0.484 -1.485 0.160 -0.1 0.1 -0.1
H -0.752 1.327 -0.578 0.1 -0.1 0.1
H -1.323 -0.017 1.900 0.1 0.1 -0.1
H -0.600 1.624 1.909 0.1 -0.2 0.0
H 1.899 0.780 1.468 -0.1 -0.2 0.2
```
Forces are in eV/Å.

Summary:
**Strongest force on any atom**: 0.94 eV/Å
**Energy above the lowest of the compared OMol25 structures with the same formula, charge and spin**: 118.0 kcal per mole
**Total charge**: 0
**LUMO energy**: 0.798 eV
**2S+1**: 1
**Gap between HOMO and LUMO**: 10.182 eV

Here is what Löwdin gives for the atomic charges, in e:
1. C -0.1187
2. N -0.0865
3. C -0.2873
4. C -0.2454
5. O -0.2342
6. C -0.1430
7. N 0.1910
8. H 0.0815
9. H 0.0819
10. H 0.0827
11. H 0.1217
12. H 0.1536
13. H 0.1231
14. H 0.1212
15. H 0.1583